The following is a quantum chemistry calculation of 2 unconnected molecules or ions with the total composition C5H14NO, from the Open Molecules 2025 dataset.

Results
Relative energy (zero: lowest compared OMol25 entry of this formula, charge and spin) = 2.287 eV
Kohn-Sham gap (spin up / spin down) = 3.25 / 11.69 eV
HOMO level (spin up / spin down) = -2.78 / -11.37 eV
2S+1 = 2
⟨S²⟩ = 0.750

Geometry as XYZ:
```
21
Properties=species:S:1:pos:R:3:forces:R:3:mulliken_charge:R:1
C 1.60550 0.72525 0.28692 -0.22 -0.16 -0.55 -0.84
C 0.94072 -0.67675 0.14032 2.18 1.27 -0.21 -0.36
N -0.33672 -0.71684 0.91082 -1.02 -0.05 -1.17 0.49
C -1.46271 -0.98122 -0.09646 -0.55 0.45 0.52 -1.31
C -0.83738 -0.60827 -1.40966 1.67 0.14 -1.85 -0.68
C 0.65158 -1.05540 -1.34067 -0.44 -0.06 2.86 -1.20
H 0.86495 1.42834 0.67191 0.72 -0.05 0.05 -0.04
H 1.92746 1.11465 -0.68702 -0.20 -0.15 0.02 0.36
H 2.52766 0.68138 0.87263 -0.36 0.03 0.34 0.38
H 1.66357 -1.37896 0.56765 -0.57 -0.21 0.22 -0.04
H -0.58691 0.18011 1.37487 0.52 -0.28 -0.09 -0.03
H -0.32920 -1.47079 1.65073 -0.02 -0.44 0.39 0.92
H -1.90648 -1.95723 0.05342 0.67 -0.63 -0.19 0.47
H -2.29351 -0.32775 0.18119 0.19 0.26 -0.10 0.21
H -1.10979 -0.98230 -2.39933 -1.37 -0.31 0.47 0.56
H -0.87445 0.48944 -1.49319 0.19 -0.28 -0.02 0.22
H 1.38477 -0.60848 -2.00358 -0.28 0.33 -0.18 0.41
H 0.83413 -2.13606 -1.32938 -0.72 -0.02 -0.67 0.59
H -1.55246 2.81579 0.94516 -0.30 -0.04 -0.13 0.31
H -0.35421 3.07578 1.82977 0.03 -0.26 0.00 0.28
O -0.75654 2.38931 1.27390 -0.12 0.45 0.27 -0.73
```
Positions in Å, forces in eV/Å.

The following is a quantum chemistry calculation of 2 unconnected molecules or ions with the total composition C5H14NO, from the Open Molecules 2025 dataset.

Results
Relative energy (zero: lowest compared OMol25 entry of this formula, charge and spin) = 3.898 eV
Kohn-Sham gap = 5.26 eV
HOMO level = -12.48 eV
Net charge = +1

Geometry as XYZ:
```
21
Properties=species:S:1:pos:R:3:forces:R:3:mulliken_charge:R:1
C -0.51822 -0.80961 -0.17930 0.28 -0.62 -0.42 -0.60
O -1.60554 0.04665 0.10079 0.51 0.64 0.57 -0.41
C 0.57829 -0.36590 0.73196 -1.24 0.39 0.43 0.12
C 1.28735 0.83765 0.50981 -0.04 0.58 -0.48 -0.33
C 2.84355 0.62391 0.45190 0.25 -0.68 0.39 -0.44
C 3.26310 -0.32126 -0.66895 -0.48 0.49 -0.35 -1.12
N -4.77358 -0.06685 -0.80365 0.01 -0.26 -0.10 -0.64
H -0.22190 -0.59761 -1.20154 -0.04 -0.11 -0.24 0.33
H -0.78631 -1.85627 -0.06895 0.05 -0.12 0.07 0.35
H -1.81758 0.06188 1.04668 -0.25 -0.25 -0.15 0.34
H 0.64676 -0.86865 1.69741 0.40 -0.14 -0.03 0.36
H 0.92483 1.32891 -0.39295 0.12 0.03 -0.04 0.34
H 1.11539 1.49544 1.37721 0.08 -0.12 0.13 0.34
H 3.29679 1.61053 0.38696 -0.08 0.00 -0.16 0.34
H 3.16628 0.19136 1.40230 -0.08 0.13 0.04 0.35
H 4.33614 -0.44930 -0.62495 0.17 -0.25 -0.08 0.35
H 2.74210 -1.27771 -0.61908 0.23 -0.24 0.33 0.34
H 3.00380 0.05620 -1.65894 0.12 0.27 0.01 0.33
H -5.41725 0.10532 -1.56550 0.03 -0.01 -0.05 0.24
H -4.12012 0.70408 -0.77740 -0.14 0.10 0.13 0.21
H -5.32763 -0.09030 0.04365 0.11 0.17 0.02 0.22
```
Positions in Å, forces in eV/Å.

The following is a quantum chemistry calculation of 2 unconnected molecules or ions with the total composition C5H14NO, from the Open Molecules 2025 dataset.

Results
Relative energy (zero: lowest compared OMol25 entry of this formula, charge and spin) = 0.098 eV
Kohn-Sham gap = 12.57 eV
HOMO level = -15.59 eV
Net charge = +1

Geometry as XYZ:
```
21
Properties=species:S:1:pos:R:3:forces:R:3:mulliken_charge:R:1
C -0.15024 1.91300 1.43503 -0.38 0.11 -0.26 -1.41
C 0.47253 0.97387 0.42343 0.01 0.05 0.88 0.29
N 0.10113 -0.44776 0.77458 0.28 -1.14 -0.66 -0.13
C -1.18080 -0.78924 0.07266 -0.76 -0.73 0.51 -0.70
C -1.25856 0.16505 -1.10474 -0.76 0.58 -0.31 -0.44
C -0.06106 1.12748 -0.98778 0.27 -0.53 -0.45 -0.72
H 0.30357 1.81462 2.41149 0.17 0.04 0.23 0.39
H -1.20714 1.68583 1.53019 -0.31 0.01 0.08 0.39
H -0.09331 2.95402 1.10738 0.22 -0.18 0.05 0.38
H 1.54907 0.99865 0.51489 0.32 0.21 -0.28 0.35
H 0.08900 -0.73651 1.75037 -0.15 0.65 0.27 0.34
H 0.80508 -1.08221 0.35547 -0.01 0.14 -0.22 0.29
H -1.16803 -1.84630 -0.19321 0.42 0.08 -0.25 0.35
H -2.01473 -0.76115 0.78244 0.20 0.63 -0.10 0.35
H -1.31047 -0.35977 -2.06004 0.37 -0.02 0.13 0.34
H -2.17871 0.75007 -1.09510 -0.07 -0.14 0.30 0.30
H -0.34243 2.16083 -1.15972 0.02 0.03 -0.14 0.36
H 0.68689 0.83422 -1.72838 0.09 0.22 0.15 0.29
H 1.72053 -2.67352 -1.49334 0.12 -0.03 0.27 0.29
H 2.30660 -2.82863 -0.04906 0.07 -0.16 -0.30 0.29
O 1.61352 -2.40769 -0.56997 -0.11 0.17 0.10 -0.62
```
Positions in Å, forces in eV/Å.

The following is a quantum chemistry calculation of 2 unconnected molecules or ions with the total composition C5H14NO, from the Open Molecules 2025 dataset.

Results
Relative energy (zero: lowest compared OMol25 entry of this formula, charge and spin) = 7.379 eV
Kohn-Sham gap = 5.25 eV
HOMO level = -13.87 eV
Net charge = +1

Geometry as XYZ:
```
21
Properties=species:S:1:pos:R:3:forces:R:3:mulliken_charge:R:1
C -0.55415 1.16875 1.50801 0.72 -0.44 -1.74 -0.63
O 0.19345 2.34909 1.73657 -0.33 -0.76 0.74 -0.48
C 0.03391 0.66012 0.15052 -1.69 -0.45 0.42 -0.45
C -0.43988 -0.77584 -0.23255 -0.34 -0.34 0.42 0.34
C -0.29776 -1.07011 -1.68346 -0.89 0.85 0.76 -0.38
C 0.27652 -1.87719 0.56359 0.19 0.87 -0.23 -1.25
N -0.10499 1.71131 -0.85831 1.07 -0.60 -0.26 -0.44
H -1.60898 1.35496 1.34235 -0.37 0.33 -0.02 0.36
H -0.48053 0.32231 2.19745 0.36 0.50 0.62 0.31
H 0.05778 2.63675 2.64585 0.01 0.13 -0.01 0.32
H 1.09941 0.46965 0.42281 0.73 -0.02 -0.48 0.38
H -1.49037 -0.85521 0.11916 -0.13 0.25 -0.60 0.33
H -0.72493 -0.37297 -2.41068 0.08 -0.08 0.12 0.29
H 0.80943 -0.68551 -1.71751 2.58 0.58 -0.11 -0.27
H -0.36882 -2.09897 -2.00870 0.34 -0.16 0.06 0.37
H 0.08798 -2.84879 0.12385 -0.11 -0.22 0.21 0.39
H 0.00484 -1.84221 1.61713 0.16 -0.20 -0.05 0.37
H 1.35428 -1.66284 0.45590 0.05 -0.20 0.16 0.34
H 0.84920 1.98523 -1.05950 -0.39 0.68 -0.45 0.33
H -0.59867 1.52105 -1.73722 0.07 0.01 0.75 0.24
H 1.90228 -0.08957 -1.17527 -2.11 -0.69 -0.30 0.52
```
Positions in Å, forces in eV/Å.

The following is a quantum chemistry calculation of a gas-phase ion, C5H14NO (charge +1), from the Open Molecules 2025 dataset.

Results
Relative energy (zero: lowest compared OMol25 entry of this formula, charge and spin) = 1.892 eV
Kohn-Sham gap = 11.59 eV
SMILES = C[C@@H]([NH3+])CCCO
HOMO level = -14.77 eV
Net charge = +1

Geometry as XYZ:
```
21
Properties=species:S:1:pos:R:3:forces:R:3:mulliken_charge:R:1
C -0.24361 2.36904 -0.91840 1.64 -0.97 -1.65 -1.62
C -0.17499 0.85435 -0.68258 -0.67 -0.21 -0.51 0.22
N 1.22076 0.27988 -0.91271 1.76 0.47 -1.25 -0.33
C -0.63440 0.55310 0.80035 3.78 0.61 -1.09 -0.75
C -0.27155 -0.79041 1.42328 0.51 -0.90 -0.03 -0.72
C -0.60896 -2.10204 0.71406 -0.63 -0.61 -0.33 -0.45
O 0.58887 -2.39199 -0.19715 -1.43 -0.52 0.58 -0.55
H 0.59500 2.94727 -0.58595 0.26 0.19 1.49 0.43
H -0.13888 2.65053 -1.95141 -0.19 -0.58 -1.08 0.46
H -1.18648 2.75612 -0.69721 -1.35 0.63 1.10 0.44
H -0.78928 0.35326 -1.47761 0.32 0.28 0.99 0.29
H 1.19999 -0.78840 -0.98451 -0.25 0.98 -0.34 0.34
H 1.88420 0.78169 -1.66496 -2.27 -1.54 1.70 0.40
H 1.72833 0.39286 -0.04846 0.43 0.31 0.57 0.39
H 0.07018 1.27560 1.41335 -2.21 -0.74 -0.87 0.32
H -1.67570 0.74442 0.74985 -0.94 0.52 0.75 0.44
H 0.82032 -0.96117 1.42274 -0.16 0.88 1.02 0.33
H -0.71636 -0.70225 2.43282 0.62 -0.63 -0.31 0.44
H -1.56657 -1.91771 0.18453 0.73 -0.62 -0.56 0.28
H -0.82950 -2.95350 1.42498 0.79 0.91 -0.81 0.38
H 0.72864 -3.35064 -0.44502 -0.74 1.53 0.63 0.28
```
Positions in Å, forces in eV/Å.